Entry a
11
Properties=species:S:1:pos:R:3:mulliken_charge:R:1 method="wB97M-V/def2-TZVPD" e_lumo_ev=-1.08
C -1.29902 0.52894 0.97582 -0.996
C -0.31582 0.62886 -0.14906 0.366
S 0.05466 1.97514 -0.97392 -0.202
C 0.27433 -0.74722 -0.53477 0.527
O -0.42109 -1.70584 -0.72633 -0.469
C 1.73418 -0.69804 -0.89993 -0.333
S 2.71670 -0.78077 0.40288 -0.161
H -1.94649 1.39852 1.04410 0.345
H -0.85106 0.39945 2.00995 0.264
H -1.91263 -0.32891 0.79713 0.319
H 1.96624 -0.67014 -1.94585 0.338

***

Entry b
11
Properties=species:S:1:pos:R:3:mulliken_charge:R:1 method="wB97M-V/def2-TZVPD" e_lumo_ev=-0.70
C -0.41329 -0.20017 -0.44497 -0.270
C 0.19078 -1.51519 -0.75800 -0.140
C -1.53627 -0.03594 0.55722 0.311
C -0.20601 0.39826 1.00443 -0.377
O -3.40705 -0.79630 -0.92820 -0.510
S 0.95882 -2.41272 0.37099 -0.243
S -3.08617 -0.34579 0.44750 0.154
H -0.62858 0.29423 -1.37430 0.356
H 0.17643 -1.67154 -1.91812 0.247
H 0.35874 -0.09562 1.80276 0.247
H -0.09320 1.49598 1.19976 0.224

***

Entry c
11
Properties=species:S:1:pos:R:3:mulliken_charge:R:1 method="wB97M-V/def2-TZVPD" e_lumo_ev=-0.26
S -2.18874 1.69011 1.28256 -0.292
C -1.03001 0.82969 0.71564 0.098
S -0.64550 -0.80092 1.38518 -0.045
C 0.55493 -1.31529 0.07361 -0.582
C 0.18387 -0.13461 -0.96955 -0.233
O 0.57330 1.14891 -1.49643 -0.369
C 0.30399 1.10687 -0.18666 0.118
H 1.57410 -1.34817 0.33411 0.369
H 0.36805 -2.33556 -0.33673 0.330
H -0.84878 -0.37556 -1.23118 0.325
H 1.15478 1.53452 0.42943 0.283

***

entry a is the most stable structure; the next one sits 180.4 kJ/mol above it.